78
Properties=species:S:1:pos:R:3:forces:R:3:lowdin_charge:R:1 method="wB97M-V/def2-TZVPD" homo_energy_ev=-10.17 fmax_ha_per_bohr=0.0507 total_charge=0 de_lowest_kcal_mol=105.8 e_tot_ha=-1504.2760 e_lumo_ev=0.05
C 4.720663 -5.178784 1.807836 -0.249 0.040 0.069 -0.17
O 5.188050 -4.757731 0.542217 0.350 0.191 -0.043 -0.12
H 3.847181 -4.580953 2.068091 -0.184 -0.286 -0.217 0.08
H 4.503196 -6.242931 1.716143 -0.400 -0.025 0.577 0.08
H 5.427229 -5.003317 2.619062 0.344 -0.103 -0.040 0.07
H 5.847474 -5.414974 0.308146 0.143 0.186 -0.354 0.07
C 0.142928 0.043712 -0.573977 -0.697 -0.513 0.959 -0.13
O -1.118959 0.192816 0.181792 1.052 0.473 -1.355 -0.14
H 0.182152 0.619292 -1.498782 -0.709 0.333 0.309 0.07
H 0.987473 0.352344 0.042132 0.009 -0.016 0.054 0.07
H 0.285181 -0.990786 -0.886515 -0.014 -0.127 0.166 0.07
H -1.187041 -0.480254 0.862927 0.352 -0.144 -0.106 0.06
C 0.568663 -7.313614 -3.154517 -1.007 -0.289 1.714 -0.18
O -0.502810 -7.228654 -4.067969 0.463 0.074 -1.143 -0.12
H 0.609473 -8.305870 -2.705219 0.308 -0.440 -0.342 0.07
H 1.558853 -7.043406 -3.521425 -0.442 0.121 -0.553 0.08
H 0.322311 -6.713097 -2.278851 0.391 0.552 0.034 0.07
H -1.348906 -7.086173 -3.637370 0.271 -0.016 0.290 0.07
C 5.761152 0.797210 5.890341 1.075 1.389 -0.935 -0.20
O 6.111054 -0.206408 6.755151 -0.596 -2.024 1.534 -0.11
H 4.784002 1.239076 6.085348 0.020 -0.392 0.334 0.08
H 6.531829 1.549132 6.059914 -0.271 0.838 -0.582 0.08
H 5.803570 0.487703 4.846068 -0.155 -0.012 -0.192 0.08
H 6.946469 -0.613562 6.514522 -0.074 0.201 -0.162 0.08
C 7.092228 -1.493930 -4.848801 0.140 -0.606 -0.754 -0.20
O 6.096162 -1.036367 -4.010409 -1.402 0.725 0.782 -0.12
H 7.947627 -1.735358 -4.217854 0.614 0.106 -0.767 0.08
H 6.770233 -2.352672 -5.437830 0.039 -0.642 0.280 0.07
H 7.221860 -0.768046 -5.651562 0.661 0.437 0.495 0.08
H 6.030347 -1.612956 -3.245686 -0.060 -0.007 -0.038 0.08
C -1.747260 6.532807 -4.639686 -0.308 -1.288 0.686 -0.20
O -1.896073 7.533568 -5.590293 0.164 0.834 -0.638 -0.11
H -0.812685 5.971853 -4.640768 0.351 0.353 -0.258 0.08
H -1.899376 6.900873 -3.625048 0.023 0.260 0.003 0.07
H -2.504944 5.769536 -4.816980 -0.230 -0.059 0.058 0.07
H -1.108638 7.638797 -6.129238 0.003 -0.102 0.149 0.08
C -2.399960 4.229482 4.365982 0.137 -0.102 0.067 -0.17
O -2.735050 4.575326 3.037184 0.334 -0.097 -0.265 -0.12
H -2.164378 5.133045 4.928279 -0.408 -0.046 0.080 0.08
H -3.225660 3.645194 4.772093 0.051 0.178 0.588 0.08
H -1.497893 3.617968 4.386358 0.112 -0.127 0.085 0.07
H -2.503761 3.777967 2.555178 -0.219 0.180 -0.572 0.07
C 5.119858 4.198995 -7.065558 1.345 -0.229 0.395 -0.18
O 4.238938 3.143873 -6.784247 -0.948 -0.106 -0.479 -0.12
H 4.780354 4.909832 -7.818912 -0.721 -0.206 0.312 0.08
H 5.390433 4.691058 -6.131347 -0.056 0.532 -0.100 0.07
H 6.050191 3.809758 -7.479183 0.270 -0.097 -0.092 0.07
H 4.623899 2.568633 -6.119038 0.110 0.094 -0.022 0.08
C -7.767976 -1.890771 4.417422 0.716 0.513 1.213 -0.15
O -8.068591 -0.785572 5.276094 -1.035 0.593 -0.598 -0.14
H -7.883592 -2.812976 4.986867 0.092 -0.262 -0.304 0.07
H -8.423402 -1.900084 3.546543 -0.104 0.271 0.281 0.08
H -6.736506 -1.743755 4.097188 0.077 -0.518 -0.314 0.07
H -7.646698 -0.785107 6.138414 0.258 -0.597 -0.279 0.07
C -5.452829 -5.398422 -1.039446 0.083 -0.047 0.309 -0.18
O -5.508579 -6.271994 -2.123219 -0.107 -0.631 -1.102 -0.12
H -5.951442 -4.455736 -1.264918 0.107 0.211 0.162 0.08
H -5.928059 -5.881282 -0.185564 0.098 0.295 0.414 0.08
H -4.387957 -5.249083 -0.861002 -0.167 0.257 0.298 0.08
H -6.426648 -6.381184 -2.381743 0.004 -0.082 -0.080 0.08
C -7.352175 2.624987 -1.207494 0.480 -0.255 -0.130 -0.17
O -7.995067 2.781898 -2.458506 -0.086 0.219 -0.067 -0.12
H -7.898810 3.195383 -0.456542 -0.057 -0.269 -0.081 0.08
H -7.263119 1.565821 -0.965944 -0.382 -0.104 0.430 0.07
H -6.319545 2.973736 -1.219461 0.084 0.400 -0.083 0.07
H -7.437597 2.376768 -3.126869 -0.037 0.009 -0.067 0.07
C -1.510022 -2.707543 6.156327 0.253 -0.155 0.461 -0.17
O -1.561294 -3.040611 4.779467 -0.149 0.423 -0.077 -0.12
H -0.487806 -2.742078 6.533132 0.154 -0.343 0.074 0.07
H -1.821104 -1.687260 6.380730 -0.349 0.027 -0.646 0.08
H -2.147316 -3.380748 6.729705 0.051 0.021 0.201 0.08
H -1.597194 -3.997718 4.714225 0.040 0.034 -0.025 0.07
C 3.200232 6.292864 0.375590 0.541 -1.155 -0.910 -0.17
O 4.444619 6.171071 1.030593 0.124 0.387 0.627 -0.13
H 2.890153 7.331552 0.261156 -0.305 -0.143 0.077 0.08
H 3.400194 5.832221 -0.591838 -0.223 0.453 -0.361 0.08
H 2.474678 5.602977 0.806540 -0.463 0.511 0.377 0.07
H 4.325812 6.592640 1.884856 0.322 -0.055 0.189 0.07



60
Properties=species:S:1:pos:R:3:forces:R:3:nbo_charge:R:1 method="wB97M-V/def2-TZVPD" homo_energy_ev=-14.30 fmax_ha_per_bohr=0.0101 total_charge=+2 de_lowest_kcal_mol=13.4 e_tot_ha=-3676.2121 e_lumo_ev=-7.85
Pd 0.227732 0.206333 0.541477 0.160 0.470 0.149 0.63
C 4.045300 -1.025542 1.666853 -0.027 0.044 0.037 -0.15
C 3.198512 -1.978987 1.133532 -0.033 -0.016 0.005 -0.21
C 1.844845 -1.977639 1.467108 0.089 -0.105 0.026 -0.24
C 1.337846 -1.022849 2.360785 -0.082 0.103 -0.101 -0.34
C 2.218361 -0.053949 2.896216 -0.025 -0.005 0.037 -0.23
C 3.553649 -0.061778 2.555846 0.033 -0.053 -0.048 -0.18
P -0.451234 -0.809709 2.697674 0.094 0.016 0.126 0.86
C -0.842931 -1.370392 4.352765 -0.038 0.036 0.006 -0.31
C -2.059893 -0.973390 4.911160 0.044 -0.008 0.005 -0.21
C -2.407428 -1.418762 6.174846 0.007 -0.004 0.004 -0.18
C -1.535949 -2.236776 6.883400 -0.011 0.001 0.009 -0.15
C -0.320274 -2.619284 6.332568 0.012 -0.006 -0.008 -0.19
C 0.032568 -2.191919 5.062328 -0.028 -0.020 0.000 -0.21
C -1.161591 -1.902458 1.438966 -0.204 -0.263 -0.030 -0.50
C -1.854754 -3.100333 1.537049 0.007 0.022 -0.007 -0.09
C -2.277474 -3.731646 0.366312 -0.005 -0.029 0.099 -0.21
C -1.990867 -3.194305 -0.875424 0.044 0.091 -0.156 -0.16
C -1.280601 -1.988916 -1.004188 -0.092 -0.112 0.060 -0.31
C -0.921272 -1.397274 0.174014 0.111 0.091 -0.149 0.10
H 5.095303 -1.028041 1.406057 0.005 -0.001 0.004 0.25
H 3.581463 -2.734206 0.460338 0.003 -0.002 -0.002 0.25
H 1.198414 -2.750277 1.070833 0.002 0.020 -0.014 0.24
H 1.842992 0.683838 3.597331 -0.011 0.015 -0.025 0.24
H 4.222443 0.674936 2.979891 0.005 0.001 0.000 0.25
H -2.729119 -0.317316 4.366975 0.000 0.005 -0.006 0.22
H -3.349837 -1.119442 6.612218 -0.001 -0.001 0.005 0.24
H -1.805026 -2.574403 7.875103 0.000 -0.002 0.001 0.24
H 0.354351 -3.253582 6.891049 -0.004 -0.001 0.006 0.24
H 0.977485 -2.498418 4.631604 0.004 0.008 -0.005 0.22
H -2.060667 -3.527587 2.511070 -0.007 -0.013 -0.002 0.24
H -2.828767 -4.659626 0.430334 -0.003 -0.004 0.002 0.25
H -2.314982 -3.703149 -1.773831 -0.007 -0.009 0.007 0.25
H -1.051318 -1.577569 -1.977470 0.002 0.002 -0.004 0.25
C 1.827898 2.616292 -1.397114 0.022 -0.004 0.040 -0.61
C 1.542075 1.281852 -2.069583 -0.146 -0.207 -0.072 -0.29
C 2.664349 0.926751 -3.062144 -0.022 0.058 -0.023 -0.59
C 1.478171 0.140941 -1.086747 0.165 0.107 -0.174 -0.38
H 1.847106 3.428010 -2.123563 -0.003 0.004 0.004 0.25
H 2.803159 2.592557 -0.904581 -0.009 0.008 0.004 0.23
H 1.083616 2.869216 -0.636567 -0.060 0.023 0.034 0.18
H 0.611084 1.332817 -2.642869 0.019 -0.009 0.040 0.21
H 3.620488 0.819252 -2.547056 0.002 0.008 0.001 0.22
H 2.765413 1.728131 -3.794194 0.019 -0.008 -0.010 0.24
H 2.452493 0.002120 -3.597481 0.000 -0.007 -0.004 0.22
H 2.389554 0.134897 -0.464547 -0.104 -0.101 0.114 0.21
H 1.331040 -0.837213 -1.541532 -0.076 0.015 -0.017 0.22
C -1.903186 2.101878 -1.967574 0.010 -0.090 -0.062 -0.95
As -1.641685 1.527694 -0.155190 0.027 -0.045 0.205 1.27
C -1.534181 3.130697 0.915199 0.052 -0.016 0.024 -0.95
C -3.310718 0.722461 0.373580 0.002 -0.016 -0.081 -0.94
H -2.855268 2.634325 -1.972039 0.006 0.001 -0.041 0.27
H -1.964935 1.242709 -2.632284 -0.006 0.012 -0.014 0.26
H -1.108638 2.770548 -2.287669 0.023 0.002 0.045 0.27
H -2.439347 3.712431 0.738019 -0.005 -0.012 -0.009 0.27
H -0.665093 3.727209 0.649255 0.015 -0.009 -0.027 0.26
H -1.478617 2.846024 1.964412 -0.018 0.015 -0.004 0.26
H -4.081104 1.489532 0.290062 0.001 -0.010 -0.008 0.26
H -3.244796 0.376205 1.402452 0.039 0.015 -0.002 0.25
H -3.548059 -0.112820 -0.281335 0.001 -0.004 0.006 0.26



13
Properties=species:S:1:pos:R:3:forces:R:3:nbo_charge:R:1 method="wB97M-V/def2-TZVPD" homo_energy_ev=-8.90 smiles="O[C@H](C=S)[C@@H]1CS1" fmax_ha_per_bohr=0.0631 total_charge=0 de_lowest_kcal_mol=56.2 e_tot_ha=-1027.5420 e_lumo_ev=-0.40
O 0.045885 2.337157 -0.173313 -2.777 -0.505 -1.000 -0.69
C 0.187179 1.058813 0.431950 -0.273 0.168 1.508 -0.01
C 0.948165 0.128849 -0.465268 1.142 1.327 0.200 -0.28
S 2.215068 -0.726752 -0.036962 0.628 -0.590 0.156 0.09
C -1.145900 0.392963 0.651467 0.206 -1.361 -0.073 -0.33
C -0.993229 -1.026498 0.992273 2.267 -0.771 -0.491 -0.48
S -1.673412 -0.751106 -0.685417 -0.055 -0.312 0.722 0.10
H -0.907376 2.294435 -0.606358 3.004 0.433 1.146 0.47
H 0.729507 1.088194 1.446997 -0.713 0.505 -1.475 0.20
H 0.686295 0.268607 -1.472559 -0.253 -0.011 -1.360 0.20
H -2.022263 0.764124 1.131639 -0.047 1.302 0.300 0.25
H 0.115337 -1.389964 1.016060 -2.454 0.368 0.071 0.24
H -1.612373 -1.401687 1.766265 -0.675 -0.551 0.294 0.23



16
Properties=species:S:1:pos:R:3:forces:R:3:nbo_charge:R:1 method="wB97M-V/def2-TZVPD" homo_energy_ev=-10.62 smiles=CC.CC fmax_ha_per_bohr=0.0901 total_charge=0 de_lowest_kcal_mol=42.4 e_tot_ha=-159.5174 e_lumo_ev=1.07
C 0.815699 -1.833659 0.401606 0.956 0.598 -2.616 -0.62
C -0.679452 -1.742501 0.511083 0.200 4.359 1.560 -0.59
H 1.342324 -2.416767 1.140242 -0.050 -0.277 0.212 0.21
H 0.896481 -2.291113 -0.612499 0.805 -0.236 0.681 0.20
H 1.366625 -0.844697 0.230556 -1.026 -1.508 0.897 0.22
H -0.962501 -1.270423 1.483699 0.039 -0.336 -0.452 0.19
H -1.209682 -2.610974 0.457777 -1.118 -2.602 -0.406 0.20
H -1.055077 -0.984691 -0.229378 0.099 -1.899 0.602 0.19
C -0.118609 2.512101 -0.659635 -0.505 0.557 3.087 -0.62
C 0.015224 1.084312 -0.257065 0.723 -1.974 1.229 -0.61
H -0.577460 3.023218 0.359585 1.858 -0.319 -2.807 0.20
H 0.827439 2.820527 -1.140815 -0.619 0.736 0.855 0.22
H -0.905973 2.586770 -1.330388 -1.325 0.492 -1.631 0.20
H 0.803844 0.513465 -0.809729 -0.167 0.953 0.771 0.20
H -0.791787 0.379991 -0.396258 -0.803 1.378 -0.714 0.20
H 0.068595 0.973176 0.871271 0.935 0.077 -1.269 0.20



12
Properties=species:S:1:pos:R:3:forces:R:3:nbo_charge:R:1 method="wB97M-V/def2-TZVPD" homo_energy_ev=-9.61 smiles="CC(Cl)(Cl)C(Cl)=C(Cl)Cl" fmax_ha_per_bohr=0.0836 total_charge=0 de_lowest_kcal_mol=10.7 e_tot_ha=-2455.1066 e_lumo_ev=0.61
C 1.843044 -0.031334 0.062900 0.182 -2.083 -0.098 -0.72
C 0.543198 0.648390 -0.027953 -4.041 -0.781 -1.231 -0.01
Cl 0.239268 1.652583 -1.508780 0.513 -0.608 0.103 -0.02
Cl 0.216322 1.694419 1.316072 0.105 0.490 1.032 0.03
C -0.829888 -0.541207 -0.029729 3.071 2.661 -0.087 -0.12
Cl -0.236838 -2.115955 -0.080116 -0.532 -1.041 -0.138 0.09
C -2.119070 -0.253795 -0.052053 -0.492 0.606 -0.003 -0.12
Cl -3.204776 -1.574869 -0.244236 -0.630 0.413 0.117 0.06
Cl -2.825317 1.368516 0.072234 0.560 -1.487 -0.213 0.06
H 2.606581 0.096154 -0.722052 -0.699 0.230 0.316 0.26
H 2.198214 0.175174 1.037590 0.997 0.532 0.775 0.25
H 1.569264 -1.118080 0.176118 0.968 1.068 -0.571 0.25